No. 1
C3H3N3O | ωB97M-V with the def2-TZVPD basis set

Properties
net charge: 0
energy above the lowest of the compared OMol25 structures with the same formula, charge and spin: 530.0 kJ/mol
Kohn-Sham gap: 8.75 eV

Cartesian coordinates (Å):
N: 2.34 -0.19 0.70
C: 1.27 -0.37 0.11
N: -0.86 1.11 -0.92
N: -0.68 1.74 -1.84
O: -1.69 -0.84 2.00
C: -1.50 -0.15 1.11
C: 0.07 -0.54 -0.37
H: 3.05 0.31 0.18
H: -1.52 0.98 0.00
H: -0.19 -1.40 -0.98

Here are the natural (NBO) charges for atoms 1 to 5, given in e: atom 1 (N): -0.665, atom 2 (C): 0.379, atom 3 (N): -0.120, atom 4 (N): 0.026, atom 5 (O): -0.456

No. 2
C3H3N3O | ωB97M-V with the def2-TZVPD basis set

Properties
net charge: 0
energy above the lowest of the compared OMol25 structures with the same formula, charge and spin: 74.2 kJ/mol
SMILES: N=C=CC=O.N#N
Kohn-Sham gap: 10.15 eV

Cartesian coordinates (Å):
N: 2.14 -0.39 0.64
C: 1.05 -0.70 0.22
N: 0.30 2.16 -0.91
N: -0.72 2.42 -1.23
O: -1.25 0.31 1.43
C: -1.33 -0.50 0.53
C: -0.17 -1.10 -0.14
H: 2.59 0.44 0.26
H: -2.31 -0.84 0.15
H: -0.29 -1.81 -0.94

Here are the natural (NBO) charges for atoms 1 to 5, given in e: atom 1 (N): -0.595, atom 2 (C): 0.539, atom 3 (N): -0.016, atom 4 (N): 0.018, atom 5 (O): -0.547

No. 3
C3H3N3O | ωB97M-V with the def2-TZVPD basis set

Properties
net charge: 0
energy above the lowest of the compared OMol25 structures with the same formula, charge and spin: 257.0 kJ/mol
SMILES: N#CC(N)(O)C#N
Kohn-Sham gap: 11.80 eV

Cartesian coordinates (Å):
C: -1.84 0.77 0.31
C: -1.42 -1.29 -0.53
C: -0.73 -0.09 0.00
N: -2.63 1.54 0.63
N: -1.97 -2.27 -0.72
N: 0.07 0.51 -0.97
O: 0.02 -0.44 1.45
H: 0.40 1.39 -0.44
H: 0.84 -0.09 -1.11
H: 0.61 -1.09 1.23

Here are the natural (NBO) charges for atoms 1 to 5, given in e: atom 1 (C): 0.230, atom 2 (C): 0.221, atom 3 (C): 0.205, atom 4 (N): -0.214, atom 5 (N): -0.227

No. 4
C3H3N3O | ωB97M-V with the def2-TZVPD basis set

Properties
net charge: 0
energy above the lowest of the compared OMol25 structures with the same formula, charge and spin: 169.7 kJ/mol
Kohn-Sham gap: 10.74 eV

Cartesian coordinates (Å):
C: 1.11 1.04 -0.26
C: 1.40 -0.29 -0.08
C: -2.58 -0.52 -0.58
N: -0.15 1.25 0.16
N: -0.65 0.16 0.58
N: 0.28 -0.80 0.47
O: -3.44 -0.03 -0.03
H: 1.72 1.83 -0.66
H: 2.26 -0.88 -0.29
H: 0.05 -1.75 0.70

Here are the natural (NBO) charges for atoms 1 to 5, given in e: atom 1 (C): -0.127, atom 2 (C): -0.089, atom 3 (C): 0.482, atom 4 (N): -0.227, atom 5 (N): -0.068